# 1
The following is a DFT calculation (ωB97M-V/def2-TZVPD) of 2 unconnected molecules or ions with the total composition C11H18NO.

Geometry as XYZ:
```
31
Properties=species:S:1:pos:R:3:forces:R:3:nbo_charge:R:1
C 0.25089 2.32292 -4.03221 0.00 -0.02 0.00 -0.18
C -0.37288 1.08502 -4.14400 -0.03 0.26 -0.09 -0.20
C 1.03572 2.61465 -2.92448 -0.09 0.12 -0.15 -0.20
C -0.22935 0.14175 -3.15209 0.22 -0.09 0.41 -0.27
C 1.20889 1.67511 -1.93134 -0.16 -0.52 0.06 -0.28
C 0.59630 0.40320 -2.03523 -0.44 1.37 -1.06 0.34
C -0.28992 0.95536 0.94985 0.15 -0.22 0.17 -0.74
C -1.64268 -0.92030 -0.08670 0.15 -0.11 0.11 -0.72
C 1.81107 -1.17512 1.47217 0.96 0.30 -0.08 -0.43
C -0.28816 -1.80203 2.53846 -0.52 -0.22 0.75 -0.42
C -0.36641 -0.45847 0.52235 0.72 0.79 -2.82 0.54
N 0.38071 -1.48346 1.25775 0.14 -0.26 -0.46 -0.41
O 0.83944 -0.52492 -1.15997 -0.95 -1.44 3.38 -0.63
H 0.13454 3.05355 -4.81812 -0.01 0.06 -0.05 0.23
H -0.96705 0.86253 -5.01759 -0.06 -0.02 -0.05 0.23
H 1.52483 3.57400 -2.84505 0.04 0.07 -0.02 0.23
H -0.68529 -0.83275 -3.24682 -0.01 -0.12 0.02 0.22
H 1.86148 1.87103 -1.09348 0.08 0.00 0.11 0.22
H -0.25126 1.58796 0.05354 -0.02 -0.08 -0.12 0.29
H 0.58559 1.18138 1.54751 0.08 0.07 0.07 0.24
H -1.18985 1.24936 1.49245 -0.04 -0.03 0.05 0.26
H -1.60772 -1.96864 -0.37438 0.00 -0.10 -0.03 0.23
H -1.83501 -0.33360 -0.98823 0.09 0.10 -0.02 0.28
H -2.49241 -0.75838 0.57948 -0.01 0.02 0.09 0.25
H 1.92498 -0.36384 2.18740 -0.16 -0.06 0.00 0.23
H 2.31564 -2.05652 1.86285 -0.18 -0.06 0.02 0.24
H 2.24509 -0.89490 0.51488 -0.10 0.00 0.07 0.28
H 0.24604 -2.59961 3.05212 0.09 0.03 -0.16 0.25
H -0.29187 -0.91699 3.17287 0.08 0.03 -0.12 0.24
H -1.31449 -2.11929 2.36776 0.05 0.02 -0.13 0.24
H 0.35855 -2.31251 0.65049 -0.06 0.13 0.07 0.45
```
Forces are in eV/Å.

## Properties
E_LUMO (alpha / beta) (eV): -4.175 / -4.174
ΔE to the lowest compared entry with this formula, charge and spin (kJ/mol): 145.72
Total charge: +1
E_HOMO (alpha / beta) (eV): -11.40 / -11.40

---

# 2
The following is a DFT calculation (ωB97M-V/def2-TZVPD) of a molecular structure, C29H52FHgN5O2SSi2.

Geometry as XYZ:
```
93
Properties=species:S:1:pos:R:3:forces:R:3:mulliken_charge:R:1
Hg -0.54643 -0.73028 -0.28340 -0.04 -0.08 -0.14 0.47
C 0.59489 -0.06388 5.40270 -0.01 -0.03 0.02 -0.26
O 1.68258 0.05530 4.48999 -0.02 0.01 -0.03 -0.49
C 1.31349 0.31927 3.20850 0.02 -0.02 0.12 0.34
O 0.15748 0.44925 2.86169 0.19 0.06 -0.03 -0.20
N 2.40519 0.45525 2.43858 0.05 -0.19 -0.05 -0.17
N 2.41300 0.66488 1.05838 0.04 0.08 -0.10 -0.44
H 1.04340 -0.17130 6.38633 0.01 -0.01 0.00 0.34
H -0.01107 -0.94108 5.17298 0.00 0.00 -0.01 0.16
H -0.03652 0.82341 5.37621 0.00 -0.01 0.00 -0.06
H 3.30062 0.28857 2.86175 0.01 0.11 0.03 0.27
H 2.24598 -0.20354 0.55693 -0.08 -0.08 0.15 0.16
H 1.66678 1.29512 0.76037 -0.01 0.01 0.02 0.17
C 1.78872 -1.66903 -3.03158 -0.03 -0.03 0.03 -0.84
Si 1.63371 0.21221 -3.11437 0.06 -0.01 -0.16 0.09
C 2.10329 0.62393 -4.90878 0.01 -0.07 -0.07 -1.34
C 3.05969 0.93070 -2.10102 -0.07 0.08 0.13 -1.16
C -0.01818 0.89848 -2.73048 0.02 0.05 0.62 0.74
C -0.11251 2.12742 -1.96349 -0.02 0.02 -0.08 -0.31
C -0.78263 3.27333 -2.47854 0.00 -0.03 -0.04 -0.58
C -0.89929 4.42962 -1.74940 -0.07 0.01 0.03 -0.58
C -0.34410 4.49205 -0.46976 -0.03 0.00 0.00 -0.90
C 0.30639 3.35822 -0.02704 0.00 -0.02 0.01 -0.28
N 0.42381 2.22314 -0.71390 0.15 0.04 -0.04 0.39
Si -1.48055 0.40664 -3.72101 -0.05 -0.05 -0.01 0.03
C -1.55990 1.05054 -5.50560 0.03 0.02 -0.05 -1.17
C -1.58318 -1.47040 -3.89843 0.04 -0.01 -0.04 -0.81
C -3.09220 0.93927 -2.90893 -0.02 0.04 0.02 -0.63
H 2.82948 -1.96535 -3.19868 0.00 0.01 0.01 0.39
H 1.18124 -2.15214 -3.79867 0.01 -0.02 0.01 0.25
H 1.46944 -2.07340 -2.06695 0.04 -0.01 -0.01 0.07
H 3.14802 0.36505 -5.11132 -0.01 -0.02 -0.01 0.35
H 1.97377 1.69239 -5.10253 0.00 -0.01 0.00 0.33
H 1.48167 0.07826 -5.62450 -0.01 0.03 0.00 0.29
H 3.82747 1.33088 -2.76815 0.01 -0.05 -0.02 0.43
H 3.52816 0.17248 -1.46875 0.03 0.00 -0.03 0.30
H 2.73280 1.73308 -1.44119 0.02 0.02 -0.03 0.32
H -1.17869 3.22646 -3.48499 0.00 0.02 0.00 0.28
H -1.40938 5.28938 -2.17048 0.00 -0.01 -0.01 0.42
H -0.40684 5.37956 0.14565 0.01 0.00 0.01 0.43
H 0.75766 3.35518 0.96563 0.02 0.00 -0.01 0.31
H -0.74346 0.64151 -6.10606 0.00 0.03 0.00 0.28
H -1.49020 2.14057 -5.55724 0.00 -0.01 0.00 0.35
H -2.50319 0.75317 -5.97524 0.00 0.00 0.00 0.30
H -0.83264 -1.85862 -4.59093 -0.02 -0.01 -0.01 0.25
H -2.56781 -1.75923 -4.27841 0.00 0.02 -0.01 0.34
H -1.43348 -1.96391 -2.93457 -0.01 -0.02 -0.01 0.01
H -3.05490 1.96415 -2.53532 -0.03 0.00 -0.02 0.31
H -3.31502 0.29924 -2.05342 0.00 0.01 -0.01 -0.17
H -3.92447 0.86924 -3.61621 0.01 -0.03 0.00 0.39
F 0.47907 -7.03764 -0.06054 0.00 0.02 -0.01 -0.37
C 0.25598 -5.69762 0.05176 0.00 -0.03 0.03 0.44
C 1.31310 -4.87376 0.37149 0.06 0.06 0.06 -0.60
C 1.07112 -3.50457 0.48440 -0.09 -0.16 0.07 0.11
C -0.19877 -2.97264 0.28811 0.00 0.45 -0.34 -0.80
C -1.23359 -3.84365 -0.04455 0.10 -0.19 0.06 0.21
C -1.01935 -5.21604 -0.15758 -0.07 0.04 0.01 -0.79
H 2.30041 -5.29643 0.51404 -0.01 -0.01 0.01 0.41
H 1.90662 -2.85685 0.73764 0.02 0.01 -0.06 0.27
H -2.23492 -3.46043 -0.22294 0.01 0.02 -0.04 0.37
H -1.81771 -5.90135 -0.41590 0.01 -0.01 0.01 0.42
C -2.39620 2.83989 6.00107 -0.02 0.04 0.02 -0.96
C -3.35671 3.46652 4.99342 0.00 -0.12 0.01 -0.69
C -3.66346 2.55475 3.80751 0.00 0.09 -0.04 -0.21
C -2.45705 2.32791 2.89894 0.04 -0.14 0.01 -0.45
N -2.78299 1.53287 1.72889 -0.18 -0.02 -0.03 0.22
C -3.04805 0.19989 1.72750 -0.02 0.13 -0.05 -0.29
S -4.02691 -0.42858 0.51659 -0.12 -0.20 0.04 -0.28
N -2.47018 -0.51319 2.71050 -0.02 0.07 0.01 0.93
C -2.43760 -1.96758 2.76228 -0.12 0.00 0.07 -0.30
C -3.29248 -2.52154 3.89777 -0.02 0.04 -0.04 -0.87
C -4.79392 -2.45024 3.62601 0.03 -0.05 0.00 -0.17
C -5.24274 -3.42073 2.53727 0.00 0.04 -0.02 -1.18
H -2.27160 3.47667 6.87852 0.02 0.00 -0.01 0.42
H -1.40722 2.67962 5.56942 0.00 0.00 0.00 0.11
H -2.77535 1.87364 6.34294 0.02 -0.01 -0.02 0.26
H -2.94102 4.41076 4.62734 -0.03 0.01 0.01 0.34
H -4.29408 3.70951 5.49998 0.01 0.04 0.00 0.34
H -4.46785 2.98960 3.20777 -0.01 -0.01 0.00 0.35
H -4.02542 1.58540 4.16495 -0.01 0.00 -0.01 0.11
H -1.64697 1.84646 3.44384 0.05 0.10 -0.03 -0.32
H -2.06698 3.28311 2.54043 0.02 0.00 0.00 0.52
H -3.25149 2.00512 0.97173 0.04 0.03 0.00 0.35
H -1.65182 -0.06945 3.10649 0.02 -0.04 0.02 -0.25
H -1.39674 -2.26986 2.88937 0.02 0.03 -0.04 0.22
H -2.76779 -2.35048 1.79909 0.03 -0.03 0.00 -0.13
H -3.05742 -1.96388 4.81096 0.04 -0.04 0.02 0.24
H -3.00444 -3.56448 4.06849 -0.01 0.00 0.03 0.46
H -5.05562 -1.43013 3.32926 -0.03 0.00 0.04 0.12
H -5.33084 -2.66908 4.55400 -0.01 0.03 0.00 0.41
H -4.89985 -3.08767 1.55696 0.02 -0.02 0.01 0.18
H -6.33139 -3.48890 2.49659 0.00 0.00 -0.01 0.39
H -4.84677 -4.42332 2.72051 -0.03 -0.01 0.01 0.31
```
Forces are in eV/Å.

## Properties
E_LUMO (alpha / beta) (eV): 2.298 / 2.293
<S²>: 0.76
ΔE to the lowest compared entry with this formula, charge and spin (kJ/mol): 0.00
2S+1: 2
Total charge: -1
E_HOMO (alpha / beta) (eV): -2.59 / -3.53

---

# 3
The following is a DFT calculation (ωB97M-V/def2-TZVPD) of a molecular structure, C34H43BF2GeN3O6Ti.

Geometry as XYZ:
```
91
Properties=species:S:1:pos:R:3:forces:R:3:mulliken_charge:R:1
Ti 0.44448 -0.24108 0.33141 0.45 -0.84 0.11 0.77
C 0.17087 -3.68878 3.37726 -0.01 -0.09 0.06 -1.95
C -0.56430 -2.56819 2.64656 0.03 0.10 -0.02 1.97
C -1.49025 -3.18718 1.60469 0.01 -0.02 -0.01 -1.41
C -1.33854 -1.73723 3.66697 -0.04 0.00 0.04 -1.58
O 0.36757 -1.70361 1.98541 -0.12 -0.04 -0.01 0.21
Ge 2.27094 -1.70484 2.17219 -0.16 -0.01 -0.12 -1.17
O 2.31184 -1.64084 0.29311 0.07 0.17 -0.16 0.83
C 2.76892 -2.68336 -0.56999 -0.09 0.05 0.05 1.71
C 2.66411 -2.17169 -2.00250 0.03 -0.02 -0.01 -1.46
C 4.22823 -2.98103 -0.23317 0.07 -0.09 -0.06 -1.95
C 1.90218 -3.92631 -0.39608 0.01 -0.02 0.00 -1.16
O 2.02645 0.16430 1.97920 0.02 0.11 -0.10 0.09
C 2.98559 1.15582 2.34668 -0.11 -0.04 0.01 1.64
C 4.34361 0.52598 2.65836 0.08 0.01 0.00 -2.07
C 3.16450 2.13407 1.19063 0.02 0.06 0.03 -1.28
C 2.46143 1.87689 3.58578 0.03 0.03 0.05 -1.63
H -0.55946 -4.36175 3.83182 0.00 0.00 0.01 0.46
H 0.81759 -3.30423 4.16829 0.00 0.03 -0.01 0.43
H 0.78010 -4.27281 2.68537 0.01 0.01 -0.02 0.35
H -2.22583 -3.83633 2.08717 0.01 0.00 0.02 0.59
H -0.92053 -3.77488 0.88478 0.00 0.00 0.00 0.28
H -2.02227 -2.42644 1.03873 -0.02 0.02 0.03 -0.06
H -2.05187 -2.35772 4.21567 0.00 -0.01 -0.02 0.44
H -1.88395 -0.93417 3.17621 0.00 0.02 -0.03 0.11
H -0.64673 -1.28675 4.38198 0.02 -0.01 0.00 0.32
H 3.26294 -1.26579 -2.11523 0.00 0.02 -0.01 0.25
H 1.62561 -1.94340 -2.23605 -0.01 0.01 0.01 -0.01
H 3.02786 -2.92880 -2.70223 0.01 -0.01 0.02 0.54
H 4.82663 -2.07284 -0.32968 0.00 0.03 0.01 0.33
H 4.63007 -3.73348 -0.91657 0.00 0.00 0.01 0.42
H 4.33384 -3.36082 0.78608 -0.03 0.02 0.01 0.34
H 0.86768 -3.69505 -0.65349 -0.01 -0.03 0.01 -0.07
H 1.95762 -4.28437 0.63672 -0.01 0.01 0.02 0.11
H 2.24799 -4.73531 -1.04526 0.01 0.02 -0.02 0.60
H 4.72401 -0.02755 1.79630 -0.04 -0.02 -0.01 0.36
H 4.28762 -0.15485 3.50886 -0.03 0.00 0.01 0.46
H 5.06422 1.31052 2.90155 0.00 0.00 0.00 0.45
H 3.52085 1.60397 0.30805 0.01 -0.02 -0.01 0.06
H 3.88323 2.91077 1.46613 0.01 -0.01 -0.01 0.60
H 2.22012 2.61463 0.93432 0.00 0.00 0.01 0.17
H 2.34276 1.16457 4.40517 0.00 -0.02 -0.01 0.31
H 1.49170 2.32866 3.38169 0.00 -0.02 -0.03 0.22
H 3.15889 2.65561 3.90603 0.00 0.02 0.00 0.39
O -1.22229 -3.33124 -1.79969 -0.07 -0.01 0.06 -0.79
C -1.33488 -2.11708 -1.60682 0.11 -0.23 -0.02 -0.80
O -0.37119 -1.44658 -1.02043 0.01 0.35 -0.09 0.62
C -2.55861 -1.40844 -2.06022 -0.05 -0.11 -0.09 0.86
C -3.62922 -2.17631 -2.54099 0.12 -0.13 0.10 -0.72
C -4.77549 -1.58417 -3.00917 -0.04 0.07 -0.05 -1.70
C -4.86458 -0.15292 -3.01681 0.10 -0.01 -0.04 1.28
C -5.97982 0.55770 -3.45813 -0.08 -0.03 -0.01 -0.57
C -6.04068 1.94753 -3.39082 0.05 0.06 0.03 -0.63
C -4.95811 2.64399 -2.86028 -0.06 0.02 -0.03 -0.75
C -3.83069 1.97103 -2.42222 0.07 0.02 0.02 -0.06
C -3.73224 0.55946 -2.49769 -0.07 0.10 -0.08 -0.92
N -2.61616 -0.04573 -2.04615 0.15 0.11 -0.01 0.20
H -3.51907 -3.25268 -2.52259 0.02 0.01 0.00 0.51
H -5.61036 -2.17663 -3.36602 0.00 0.00 -0.02 0.28
H -6.82316 0.00159 -3.85728 0.00 -0.03 0.01 0.36
H -6.92102 2.47351 -3.73838 0.00 0.02 0.00 0.36
H -4.99322 3.72442 -2.77625 -0.03 0.01 -0.01 0.41
H -3.00464 2.51264 -1.97310 0.02 -0.01 0.00 0.49
N -1.63099 0.00132 0.71739 -0.76 0.14 0.61 -0.12
C -2.74843 0.18076 0.92008 0.38 0.14 -0.23 0.52
C -4.12663 0.52555 1.08861 0.17 -0.15 -0.13 -0.23
C -5.05264 -0.00997 0.19383 -0.12 0.08 0.18 -0.19
C -6.37128 0.40438 0.28416 0.05 -0.02 0.00 -0.52
C -6.74674 1.31806 1.25936 -0.08 0.04 -0.01 -0.51
C -5.81686 1.83306 2.15518 0.06 -0.03 -0.03 -0.70
C -4.48961 1.44675 2.07041 -0.17 -0.06 -0.07 -0.47
H -4.73627 -0.71265 -0.56593 -0.01 -0.02 0.13 0.35
H -7.09391 0.02770 -0.42732 -0.01 0.00 0.01 0.43
H -7.77739 1.64627 1.31489 0.00 -0.01 0.01 0.39
H -6.12308 2.54792 2.90749 0.00 0.01 0.00 0.40
H -3.74150 1.85556 2.73554 0.04 -0.01 -0.01 0.56
F -0.48430 2.38952 2.02636 -0.07 0.04 0.02 -0.18
B -0.17708 1.92041 0.78626 0.00 0.12 0.05 0.63
F -0.42341 2.89516 -0.13209 0.03 0.07 -0.01 -0.16
O 1.58213 0.69418 -1.11807 0.10 0.11 -0.22 0.49
N 1.21837 1.45959 -2.12230 0.08 -0.03 0.08 0.00
C -0.03403 1.43260 -2.59360 -0.08 0.10 -0.07 -0.09
C -0.37551 2.23119 -3.67336 0.08 -0.06 0.10 -1.00
C 0.57064 3.05168 -4.25468 0.00 0.04 -0.05 -0.44
C 1.86353 3.06010 -3.73715 -0.05 -0.03 0.00 -0.65
C 2.16584 2.25473 -2.66907 -0.12 -0.12 0.10 -0.49
H -0.76622 0.78561 -2.10714 0.01 -0.08 0.04 0.80
H -1.40111 2.17905 -4.01317 0.01 0.04 -0.04 0.52
H 0.31501 3.68267 -5.09521 0.00 -0.01 0.00 0.42
H 2.64082 3.68432 -4.15360 -0.01 0.02 -0.01 0.41
H 3.12812 2.18195 -2.18742 0.02 0.02 -0.03 0.45
```
Forces are in eV/Å.

## Properties
E_LUMO (alpha / beta) (eV): 2.402 / 2.401
<S²>: 2.03
ΔE to the lowest compared entry with this formula, charge and spin (kJ/mol): 206.23
2S+1: 3
Total charge: -1
E_HOMO (alpha / beta) (eV): -1.70 / -4.81

---

Which of these has the highest ΔE to the lowest compared entry with this formula, charge and spin? C34H43BF2GeN3O6Ti